# 1
DFT (ωB97M-V/def2-TZVPD) results for C22H32F4NO5PReS as an isolated structure.

Properties
- Spin multiplicity: 4
- E: -68171.3699 eV
- <S²>: 3.78
- ΔE to the lowest compared entry with this formula, charge and spin: 0.3915 eV
- Frontier orbital gap (alpha / beta): 8.3 / 7.0 eV
- Net charge: +2

Each line ends with the Mulliken spin population.
Element x y z (Å)
Re -0.989 -0.448 0.487  2.63
C 0.105 -1.510 3.508  0.01
O -0.329 -1.920 2.199  0.01
C -0.018 -3.277 1.894  -0.01
C -0.714 -3.588 0.604  0.02
O -0.434 -2.483 -0.280  0.03
C -0.537 -2.812 -1.685  0.00
H -0.393 -2.117 4.263  0.00
H -0.183 -0.470 3.633  -0.01
H 1.187 -1.616 3.588  0.00
H -0.380 -3.926 2.693  0.00
H 1.064 -3.391 1.799  0.00
H -1.796 -3.670 0.735  0.00
H -0.330 -4.507 0.164  0.00
H 0.115 -3.659 -1.890  0.00
H -0.207 -1.943 -2.246  0.00
H -1.569 -3.048 -1.939  0.00
F -4.715 3.742 3.427  0.00
C -4.247 2.548 3.097  -0.01
F -5.235 1.850 2.535  0.00
F -3.894 1.913 4.217  0.00
C -3.067 2.658 2.159  0.00
C -2.569 3.878 1.743  0.03
C -1.473 3.924 0.881  -0.01
C -0.903 2.751 0.460  0.02
N -1.386 1.565 0.872  -0.08
C -2.447 1.504 1.698  0.09
S -2.809 -0.167 2.032  0.05
H -3.033 4.793 2.088  0.00
H -1.074 4.869 0.544  0.00
H -0.054 2.729 -0.210  0.00
F -4.378 -0.291 -4.601  0.01
C -3.675 -0.288 -3.477  0.07
C -2.554 0.524 -3.390  -0.01
C -1.829 0.522 -2.215  0.04
C -2.200 -0.289 -1.128  -0.02
C -3.355 -1.076 -1.252  0.05
C -4.090 -1.087 -2.422  -0.01
H -2.281 1.147 -4.232  0.00
H -0.959 1.167 -2.142  0.01
H -3.702 -1.677 -0.419  0.01
H -4.987 -1.683 -2.525  0.00
C 4.183 -2.445 -0.883  0.00
C 2.874 -2.106 -0.216  0.00
O 2.334 -0.916 -0.855  0.01
P 1.359 0.139 -0.203  0.04
O 1.522 1.375 -1.164  0.00
C 2.105 1.401 -2.514  0.00
C 2.415 2.836 -2.847  0.00
O 1.883 0.601 1.211  0.00
C 2.990 1.540 1.462  0.00
C 4.341 0.928 1.184  0.00
H 4.611 -3.332 -0.414  0.00
H 4.896 -1.628 -0.777  0.00
H 4.037 -2.654 -1.941  0.00
H 3.004 -1.906 0.848  0.00
H 2.146 -2.906 -0.350  0.00
H 1.368 0.976 -3.195  0.00
H 2.994 0.778 -2.511  0.00
H 1.512 3.445 -2.857  0.00
H 2.865 2.881 -3.839  0.00
H 3.124 3.257 -2.134  0.00
H 2.873 1.800 2.510  0.00
H 2.814 2.425 0.855  0.00
H 4.489 0.018 1.765  0.00
H 5.115 1.638 1.476  0.00
H 4.470 0.711 0.124  0.00

=====

# 2
DFT (ωB97M-V/def2-TZVPD) results for one molecule with the formula C22H32N2O2.

Properties
- Spin multiplicity: 1
- E: -30410.0037 eV
- ΔE to the lowest compared entry with this formula, charge and spin: 0.7657 eV
- Frontier orbital gap: 9.2 eV

Each line ends with the natural charge from an NBO analysis.
Element x y z (Å)
C -2.209 1.823 2.403  -0.62
C -1.355 0.847 1.612  -0.04
C 0.100 1.322 1.477  -0.42
C 0.836 1.277 2.790  -0.01
C 1.218 0.045 3.321  -0.21
C 1.872 -0.037 4.543  -0.20
C 2.153 1.126 5.239  -0.05
C 1.780 2.360 4.718  0.07
C 1.121 2.440 3.502  -0.25
C 2.178 3.470 5.659  -0.44
C 3.231 2.792 6.555  -0.38
C 2.834 1.304 6.574  -0.42
N -1.951 0.635 0.302  -0.62
C -1.645 -0.441 -0.450  0.66
O -0.915 -1.344 -0.066  -0.65
C -2.234 -0.444 -1.855  0.16
O -3.283 0.507 -1.998  -0.72
C -1.149 -0.245 -2.937  -0.42
C -1.348 -1.711 -3.413  -0.02
C -1.741 -1.845 -4.879  -0.39
C -0.562 -1.557 -5.803  -0.41
C 0.621 -2.463 -5.492  -0.04
N 1.753 -2.107 -6.350  -0.83
C 1.013 -2.332 -4.026  -0.41
C -0.166 -2.622 -3.103  -0.40
C -2.522 -1.855 -2.412  -0.42
H -1.776 1.990 3.388  0.23
H -2.262 2.790 1.893  0.20
H -3.223 1.443 2.531  0.22
H -1.345 -0.122 2.114  0.22
H 0.597 0.672 0.755  0.23
H 0.105 2.337 1.070  0.20
H 1.006 -0.857 2.756  0.22
H 2.166 -1.003 4.936  0.21
H 0.834 3.403 3.093  0.21
H 2.561 4.352 5.146  0.21
H 1.313 3.788 6.250  0.21
H 4.213 2.891 6.086  0.20
H 3.294 3.231 7.550  0.21
H 2.127 1.102 7.386  0.21
H 3.686 0.638 6.715  0.22
H -2.509 1.355 -0.128  0.42
H -4.086 0.126 -1.625  0.47
H -1.472 0.501 -3.663  0.23
H -0.157 0.011 -2.566  0.22
H -2.104 -2.865 -5.052  0.20
H -2.573 -1.171 -5.104  0.21
H -0.862 -1.680 -6.849  0.20
H -0.238 -0.517 -5.685  0.20
H 0.291 -3.501 -5.661  0.16
H 2.417 -2.871 -6.403  0.36
H 1.434 -1.944 -7.298  0.35
H 1.847 -3.003 -3.802  0.21
H 1.382 -1.313 -3.868  0.20
H 0.119 -2.508 -2.056  0.24
H -0.490 -3.662 -3.235  0.20
H -2.420 -2.661 -1.688  0.23
H -3.499 -1.898 -2.896  0.21

=====

# 3
DFT (ωB97M-V/def2-TZVPD) results for one molecule with the formula C22H32N2O6.

Properties
- Spin multiplicity: 1
- E: -38600.3607 eV
- SMILES: CCOC(=O)CCNC(=O)N1CCC(CCOc2ccccc2)(C(=O)OCC)CC1
- ΔE to the lowest compared entry with this formula, charge and spin: 0.1226 eV
- Frontier orbital gap: 9.3 eV

Each line ends with the natural charge from an NBO analysis.
Element x y z (Å)
C -5.369 -0.993 0.767  -0.65
C -6.310 -0.333 1.764  -0.07
O -5.740 -0.263 3.074  -0.50
C -4.759 0.607 3.272  0.81
O -4.346 1.383 2.447  -0.62
C -4.192 0.491 4.672  -0.51
C -3.012 -0.500 4.644  -0.21
N -2.077 -0.207 3.583  -0.64
C -2.175 -0.932 2.416  0.80
O -2.737 -2.014 2.390  -0.69
N -1.593 -0.403 1.299  -0.45
C -0.752 0.767 1.224  -0.21
C 0.727 0.374 1.257  -0.40
C 1.053 -0.594 0.110  -0.16
C 2.494 -1.136 0.235  -0.39
C 3.568 -0.119 -0.141  -0.08
O 3.663 -0.102 -1.550  -0.53
C 4.451 0.834 -2.150  0.39
C 4.501 0.780 -3.544  -0.29
C 5.262 1.686 -4.252  -0.19
C 5.991 2.659 -3.585  -0.25
C 5.952 2.707 -2.205  -0.18
C 5.191 1.802 -1.482  -0.33
C 0.967 0.154 -1.222  0.84
O 1.037 1.352 -1.330  -0.62
O 0.816 -0.675 -2.248  -0.52
C 0.804 -0.090 -3.551  -0.07
C 1.065 -1.186 -4.567  -0.62
C 0.067 -1.772 0.146  -0.40
C -1.382 -1.284 0.170  -0.22
H -4.964 -1.910 1.189  0.24
H -4.540 -0.327 0.538  0.23
H -5.908 -1.219 -0.149  0.21
H -7.221 -0.921 1.897  0.19
H -6.566 0.681 1.436  0.19
H -4.957 0.130 5.357  0.23
H -3.841 1.476 4.985  0.22
H -2.487 -0.469 5.604  0.20
H -3.378 -1.514 4.464  0.25
H -1.837 0.769 3.503  0.39
H -0.975 1.473 2.024  0.20
H -0.968 1.273 0.277  0.22
H 1.331 1.277 1.166  0.23
H 0.951 -0.110 2.210  0.21
H 2.606 -1.993 -0.432  0.23
H 2.656 -1.471 1.260  0.22
H 4.535 -0.416 0.290  0.18
H 3.305 0.877 0.235  0.19
H 3.936 0.013 -4.050  0.22
H 5.288 1.633 -5.330  0.21
H 6.585 3.370 -4.139  0.21
H 6.520 3.457 -1.674  0.21
H 5.187 1.863 -0.406  0.22
H -0.172 0.380 -3.716  0.18
H 1.572 0.690 -3.591  0.20
H 1.084 -0.762 -5.567  0.22
H 2.019 -1.663 -4.362  0.21
H 0.284 -1.940 -4.515  0.21
H 0.223 -2.414 -0.720  0.23
H 0.252 -2.356 1.050  0.21
H -2.065 -2.129 0.273  0.25
H -1.617 -0.739 -0.749  0.19